(1)
{
  "formula": "C4H9N2OS",
  "method": "wB97M-V/def2-TZVPD",
  "multiplicity": 1,
  "homo_ev": -13.530,
  "e_lumo_ha": -0.12431,
  "total_charge": 1,
  "fmax_ev_per_a": 1.52,
  "smiles": "CC1=[NH+][C@](C)(S)ON1",
  "elements": ["C", "C", "N", "C", "C", "S", "O", "N", "H", "H", "H", "H", "H", "H", "H", "H", "H"],
  "positions_angstrom": [[-2.340, 1.080, 0.342], [-1.035, 0.632, -0.159], [-0.077, 0.061, 0.561], [1.127, -0.095, -0.245], [1.752, -1.470, -0.166], [2.307, 1.258, 0.284], [0.634, 0.169, -1.555], [-0.632, 0.716, -1.402], [-2.844, 0.266, 0.863], [-2.973, 1.434, -0.466], [-2.203, 1.887, 1.064], [-0.071, -0.042, 1.563], [2.514, -1.563, -0.935], [0.997, -2.235, -0.337], [2.206, -1.621, 0.810], [3.415, 0.675, -0.151], [-1.061, 1.081, -2.241]],
  "nbo_charge": [-0.684, 0.528, -0.568, 0.309, -0.656, -0.021, -0.314, -0.223, 0.278, 0.263, 0.278, 0.457, 0.255, 0.240, 0.249, 0.152, 0.457]
}

(2)
{
  "formula": "C2H5BrClN",
  "method": "wB97M-V/def2-TZVPD",
  "multiplicity": 3,
  "homo_ev": [-4.959, -10.228],
  "e_lumo_ha": [0.03241, -0.14329],
  "s2": 2.005,
  "fmax_ev_per_a": 6.46,
  "elements": ["C", "C", "N", "Cl", "Br", "H", "H", "H", "H", "H"],
  "positions_angstrom": [[0.976, -0.257, 0.755], [-0.269, -0.314, -0.378], [-0.858, 0.935, -0.709], [-1.411, -1.632, 0.485], [2.290, 1.032, -0.007], [1.400, -1.345, 0.941], [0.761, 0.129, 1.781], [0.070, -0.712, -1.341], [-1.486, 0.798, -1.493], [-1.472, 1.365, -0.034]],
  "nbo_charge": [-0.738, 0.034, -0.821, -0.214, 0.310, 0.251, 0.222, 0.204, 0.373, 0.378]
}